{
  "formula": "C34H78N10O32",
  "method": "the ωB97M-V functional and the def2-TZVPD basis",
  "homo_ev": -10.01,
  "e_tot_ha": -4296.49045,
  "e_above_lowest_kj_mol": 438.50,
  "charge": 0,
  "fmax_ev_per_a": 3.70,
  "molar_mass_g_mol": 1139.0,
  "symbols": ["C", "N", "O", "O", "H", "H", "H", "C", "N", "O", "O", "H", "H", "H", "C", "N", "O", "O", "H", "H", "H", "C", "N", "O", "O", "H", "H", "H", "C", "N", "O", "O", "H", "H", "H", "C", "N", "O", "O", "H", "H", "H", "C", "N", "O", "O", "H", "H", "H", "C", "N", "O", "O", "H", "H", "H", "C", "N", "O", "O", "H", "H", "H", "C", "N", "O", "O", "H", "H", "H", "O", "C", "O", "C", "C", "C", "H", "H", "H", "H", "H", "H", "H", "H", "O", "C", "O", "C", "C", "C", "H", "H", "H", "H", "H", "H", "H", "H", "O", "C", "O", "C", "C", "C", "H", "H", "H", "H", "H", "H", "H", "H", "O", "C", "O", "C", "C", "C", "H", "H", "H", "H", "H", "H", "H", "H", "O", "C", "O", "C", "C", "C", "H", "H", "H", "H", "H", "H", "H", "H", "O", "C", "O", "C", "C", "C", "H", "H", "H", "H", "H", "H", "H", "H"],
  "xyz": [[-3.500, 7.289, -4.053], [-2.194, 7.077, -3.351], [-1.721, 8.037, -2.680], [-1.656, 5.955, -3.483], [-4.203, 7.691, -3.323], [-3.904, 6.354, -4.441], [-3.344, 8.070, -4.798], [-1.875, -4.368, 1.136], [-0.755, -5.034, 0.519], [0.146, -4.453, -0.035], [-0.829, -6.206, 0.667], [-1.721, -3.294, 1.024], [-1.822, -4.698, 2.173], [-2.773, -4.722, 0.630], [-2.330, -3.664, 6.428], [-3.307, -4.019, 5.354], [-4.523, -3.998, 5.554], [-2.768, -4.204, 4.269], [-2.581, -2.622, 6.629], [-1.302, -3.661, 6.066], [-2.373, -4.344, 7.279], [4.734, 0.074, 3.766], [4.342, 1.292, 2.928], [4.286, 1.262, 1.700], [4.265, 2.303, 3.555], [4.505, 0.207, 4.824], [5.818, -0.040, 3.791], [4.302, -0.845, 3.370], [0.533, -5.122, 4.359], [1.416, -5.505, 3.221], [2.132, -4.626, 2.727], [1.510, -6.695, 2.920], [1.060, -5.269, 5.302], [-0.361, -5.744, 4.313], [0.129, -4.115, 4.260], [-2.186, 4.412, -0.531], [-3.595, 4.266, -0.812], [-4.279, 4.038, 0.193], [-4.005, 4.317, -2.002], [-1.663, 4.794, -1.408], [-1.752, 3.443, -0.285], [-2.018, 5.095, 0.301], [2.335, -1.955, 8.574], [0.955, -2.418, 8.143], [0.715, -2.579, 6.956], [0.066, -2.496, 8.935], [3.028, -1.953, 7.733], [2.652, -2.593, 9.399], [2.383, -0.951, 8.995], [3.677, 3.711, -0.931], [2.183, 3.877, -0.579], [1.820, 4.958, -0.107], [1.379, 2.978, -0.877], [4.059, 2.743, -0.608], [4.396, 4.424, -0.527], [3.761, 3.793, -2.015], [-5.039, 2.538, 3.075], [-5.533, 1.239, 3.626], [-4.919, 0.771, 4.559], [-6.600, 0.884, 3.212], [-5.079, 3.330, 3.823], [-5.623, 2.709, 2.172], [-4.007, 2.428, 2.741], [3.252, -5.758, -0.622], [2.767, -5.501, -2.002], [2.549, -6.511, -2.707], [2.526, -4.344, -2.398], [2.779, -6.686, -0.302], [3.079, -4.939, 0.077], [4.334, -5.871, -0.698], [-0.407, 3.882, -6.373], [-0.276, 2.937, -5.560], [-0.734, 1.653, -5.726], [-1.388, 1.445, -6.984], [-1.872, 0.039, -6.855], [0.360, 3.197, -4.206], [-0.777, 1.595, -7.874], [-2.183, 2.191, -6.987], [-2.482, -0.282, -7.700], [-2.544, -0.055, -6.002], [-1.092, -0.703, -6.684], [0.277, 2.315, -3.570], [-0.259, 3.867, -3.609], [1.417, 3.459, -4.223], [-1.529, 1.289, 1.188], [-1.148, 0.105, 1.091], [-1.416, -0.821, 0.096], [-1.957, -0.269, -1.108], [-0.838, 0.366, -1.908], [-0.325, -0.489, 2.169], [-2.886, 0.280, -0.954], [-2.251, -1.058, -1.800], [-0.343, -0.412, -2.488], [0.003, 0.803, -1.369], [-1.285, 1.161, -2.506], [0.534, -1.097, 1.881], [-1.145, -1.060, 2.605], [0.058, 0.204, 2.918], [-6.193, -3.757, -1.603], [-5.152, -3.266, -1.991], [-4.860, -1.933, -2.124], [-5.767, -0.907, -2.168], [-6.328, -0.387, -0.859], [-3.872, -4.132, -1.989], [-6.640, -1.146, -2.776], [-5.327, -0.013, -2.608], [-5.492, -0.078, -0.231], [-6.794, -1.215, -0.326], [-6.998, 0.468, -0.953], [-4.014, -5.043, -1.408], [-3.184, -3.473, -1.460], [-3.489, -4.408, -2.972], [0.544, 5.017, 5.539], [0.444, 4.129, 4.742], [0.505, 2.789, 4.982], [0.709, 2.239, 6.295], [1.568, 1.005, 6.338], [-0.032, 4.419, 3.373], [-0.236, 1.998, 6.783], [1.227, 2.942, 6.946], [2.539, 1.237, 5.901], [1.060, 0.292, 5.688], [1.623, 0.650, 7.368], [-0.778, 5.196, 3.540], [-0.565, 3.599, 2.891], [0.883, 4.622, 2.816], [5.967, 1.136, -2.198], [5.619, 0.028, -2.577], [4.449, -0.615, -2.211], [3.778, -0.280, -1.067], [4.046, -1.388, -0.099], [6.463, -0.786, -3.433], [2.732, -0.001, -1.197], [4.168, 0.628, -0.608], [3.299, -1.326, 0.692], [5.014, -1.102, 0.315], [4.070, -2.425, -0.433], [7.000, -1.456, -2.761], [7.218, -0.174, -3.927], [5.954, -1.522, -4.055], [2.873, 1.740, -4.406], [2.691, 1.290, -5.546], [2.524, -0.054, -5.879], [2.587, -1.048, -4.899], [1.522, -2.156, -5.230], [2.903, 2.109, -6.867], [2.336, -0.637, -3.921], [3.578, -1.499, -4.946], [0.672, -1.717, -5.752], [1.233, -2.808, -4.405], [1.888, -2.829, -6.005], [3.943, 2.085, -7.191], [2.605, 3.135, -6.649], [2.241, 1.729, -7.645]],
  "atomic_forces_ev_per_a": [[-0.3, 0.4, 0.4], [1.7, -0.3, 1.0], [-1.3, -2.6, -1.8], [-1.0, 2.6, 0.4], [0.2, 0.0, 0.1], [0.5, 0.1, -0.1], [0.1, -0.3, -0.1], [-0.4, 1.6, 0.4], [0.2, 0.6, -0.2], [0.3, 0.7, -0.3], [0.5, -3.2, -0.1], [-0.3, 0.0, 0.1], [-0.5, 0.3, -0.1], [0.1, 0.1, 0.3], [0.0, 0.5, 0.3], [-0.5, 0.1, -0.4], [2.2, -0.2, 0.0], [-0.7, -0.3, -0.1], [-0.1, -0.2, 0.7], [-0.4, -0.2, -0.4], [-0.6, 0.3, 0.0], [0.1, -0.6, -0.2], [1.2, -0.6, -0.7], [-0.1, -1.0, 1.2], [-0.5, 1.2, 1.0], [-0.6, 0.4, -0.4], [0.0, 0.3, -0.7], [-0.1, 0.3, -0.2], [-1.3, -0.1, -0.2], [1.8, -0.4, -0.4], [-1.1, -0.6, 0.5], [-0.6, 1.5, 0.5], [0.1, 0.0, -0.3], [0.3, -0.4, 0.1], [0.8, 0.1, -0.2], [2.0, 0.5, -0.5], [-1.8, -0.5, -0.7], [0.1, 0.3, -1.7], [0.7, -0.1, 2.9], [-0.2, 0.0, 0.0], [-0.3, -0.1, 0.1], [-0.4, -0.2, 0.0], [0.5, -0.3, 0.3], [-0.4, 1.3, -1.4], [1.4, -0.2, -0.5], [-0.1, -0.2, 2.0], [-0.4, -0.5, 0.0], [0.0, -0.3, -0.3], [-1.0, 0.1, -0.2], [0.1, -0.6, -0.3], [-0.7, 0.7, -0.1], [0.8, -1.4, -0.4], [1.8, 1.0, 0.5], [-0.6, -0.1, -0.2], [-1.0, 0.5, 0.5], [-0.4, -0.3, 0.0], [0.6, -0.1, -1.3], [0.3, 2.0, 0.8], [0.3, -0.7, 0.0], [-0.7, -1.1, -0.4], [-0.3, -0.3, 0.0], [-0.1, 0.4, 0.4], [0.1, -0.2, 0.3], [0.4, 0.0, 0.2], [-1.8, 0.2, -2.2], [0.7, 1.9, 1.5], [0.9, -1.9, 1.1], [0.1, 0.2, 0.0], [-0.5, 0.0, -0.5], [0.0, -0.3, -0.1], [0.1, -3.4, 1.6], [-0.1, 2.6, -0.7], [1.5, 2.1, -0.3], [-0.6, -0.2, 0.5], [-1.1, -0.9, -0.1], [-0.8, -1.3, 0.8], [0.4, 0.2, 0.3], [-0.2, -0.2, -0.5], [0.2, 0.1, -0.3], [0.0, 0.2, 0.2], [0.2, 0.3, -0.2], [0.4, -0.4, -0.3], [0.2, 0.7, -0.6], [-0.4, 0.3, -0.3], [0.3, -3.2, -1.3], [0.1, 2.8, -0.5], [-0.2, 1.3, 1.4], [0.3, -0.4, -1.0], [0.2, 0.7, 0.0], [0.0, -0.5, 0.5], [0.4, 0.6, 0.4], [-0.3, -0.7, 0.8], [-0.3, 0.1, -0.5], [-0.4, 0.3, 0.6], [0.3, -0.2, -0.5], [-0.5, -0.4, -0.4], [0.5, -0.8, 0.8], [-0.5, 0.4, -0.3], [0.4, 1.4, -1.1], [-0.3, -1.2, 1.9], [1.6, -2.0, -0.2], [-2.8, 2.2, -0.4], [0.8, -1.1, 1.1], [-0.3, 1.1, 0.0], [0.1, -0.4, -0.3], [0.6, -0.5, -0.5], [0.1, 0.2, 0.2], [-0.4, 0.2, 0.1], [0.0, -0.2, -0.3], [-0.4, 0.2, -0.1], [0.6, -0.3, -0.2], [0.0, 0.3, 0.0], [0.8, -0.4, 0.9], [-1.5, -0.5, 0.7], [0.5, -0.7, 0.3], [0.5, 1.1, 1.3], [-0.5, 0.0, -1.6], [-0.2, -0.7, -0.4], [-0.3, 0.3, -0.4], [-0.3, 0.6, -0.2], [0.2, -0.2, 0.3], [0.3, -0.6, 0.2], [0.1, 0.0, -0.2], [0.6, 0.5, -0.6], [0.3, -0.3, 0.1], [-0.5, 0.7, -0.5], [-0.9, -1.4, 0.0], [-1.2, 1.8, 1.3], [2.1, 0.3, -2.7], [-0.6, 1.0, 1.6], [-0.2, 0.1, 1.4], [0.9, -1.4, -0.5], [-0.2, -0.6, -0.7], [0.3, 0.1, -0.2], [0.1, -0.1, 0.3], [0.1, -0.6, 0.4], [-0.1, 0.3, -0.6], [0.3, 0.0, 0.3], [-0.3, -0.1, -0.2], [-0.2, 0.5, -0.3], [-0.7, -1.6, -2.8], [1.9, -0.2, 0.7], [-0.1, 2.6, -0.5], [-1.5, -1.7, 0.8], [0.7, 0.4, -1.0], [-1.2, -0.3, 1.4], [0.5, 0.1, 0.0], [0.1, 0.2, 0.4], [-0.3, 0.3, 0.6], [0.0, 0.4, 0.2], [0.4, -0.1, 0.0], [-0.1, -0.2, 0.2], [0.2, 0.0, -0.1], [0.2, -0.1, 0.0]]
}